(1)
Below is the ion C4H6N3 with charge +1 in a non-equilibrium geometry, with properties calculated with the ωB97M-V functional and the def2-TZVPD basis.

**2S+1**: 1
**HOMO**: -0.5444 Ha
**Energy above the lowest of the compared OMol25 structures with the same formula, charge and spin**: 4.3617 eV
**Charge**: +1
**Total energy**: -8704.1423 eV
**LUMO level**: -5.01 eV

Each line ends with the Löwdin charge.
Element x y z (Å)
N1 -0.40 -1.06 0.39  0.1093
N2 -0.25 1.51 0.00  0.1234
N3 1.62 -0.03 0.15  0.1276
C1 0.38 -0.08 0.03  -0.2434
C2 -1.42 -1.61 -0.13  0.0879
C3 2.78 0.22 -0.13  0.1341
C4 -1.48 1.50 0.21  -0.0304
H1 3.06 0.46 -1.10  0.0909
H2 -1.48 -2.03 -1.09  0.0907
H3 -2.04 2.42 0.20  0.0938
H4 -2.13 0.47 0.28  0.1193
H5 3.66 0.18 0.65  0.1647
H6 -2.28 -1.94 0.53  0.1319



(2)
Below is a cluster of 3 separate species, C2H8ClN4O2 in total in a non-equilibrium geometry, with properties calculated with the ωB97M-V functional and the def2-TZVPD basis.

**2S+1**: 1
**HOMO**: -0.1649 Ha
**Energy above the lowest of the compared OMol25 structures with the same formula, charge and spin**: 0.6255 eV
**Charge**: -1
**Total energy**: -24785.9703 eV
**LUMO level**: 3.50 eV

Each line ends with the Löwdin charge.
Element x y z (Å)
Cl1 -1.00 31.69 10.36  -0.6199
O1 1.89 31.40 13.35  0.0256
O2 4.33 29.65 10.74  -0.0396
N1 2.11 29.97 10.48  0.1551
N2 0.98 31.73 15.40  0.1204
N3 -0.40 31.72 13.59  0.1082
N4 3.57 31.71 10.07  0.1417
C1 3.39 30.39 10.42  -0.6936
C2 0.90 31.61 14.04  -0.6701
H1 0.11 31.62 15.88  0.0749
H2 2.76 32.16 9.68  0.0886
H3 1.37 30.60 10.20  -0.0184
H4 1.87 31.67 15.86  0.0900
H5 1.91 29.01 10.64  0.0970
H6 4.48 31.85 9.66  0.0886
H7 -0.74 31.22 12.78  -0.0252
H8 -0.97 32.47 13.92  0.0767



(3)
Below is a structure of composition C28H35N5P2ReS in a non-equilibrium geometry, with properties calculated with the ωB97M-V functional and the def2-TZVPD basis.

**2S+1**: 4
**HOMO (spin up / spin down)**: -0.4732 / -0.4731 Ha
**Expectation value of S²**: 3.79
**Energy above the lowest of the compared OMol25 structures with the same formula, charge and spin**: 2.0407 eV
**Charge**: +2
**Total energy**: -68572.7363 eV
**LUMO level (spin up / spin down)**: -7.64 / -9.31 eV

Each line ends with the Löwdin charge.
Element x y z (Å)
Re1 1.20 -0.81 1.17  0.9008
S1 1.15 0.21 3.36  0.5423
P1 -0.23 2.06 0.44  1.1913
P2 -1.29 -1.35 0.48  1.1279
N1 3.52 -0.27 4.92  0.1186
N2 -3.13 -1.56 0.94  -0.2235
N3 -1.61 -2.57 -1.00  -0.2136
N4 -0.18 2.43 -1.37  -0.2581
N5 -1.02 3.82 0.69  -0.1548
C1 1.01 2.66 -2.06  -0.1684
C2 2.56 -0.04 4.26  -0.7158
C3 -2.14 5.80 0.35  0.0549
C4 4.06 -0.36 1.61  -0.0050
C5 -1.36 4.79 -0.24  -0.0020
C6 -1.62 4.19 1.89  -0.0129
C7 -4.85 -2.48 2.11  -0.0736
C8 -1.65 -3.64 -3.01  -0.0610
C9 1.20 -2.41 2.43  -0.3317
C10 -0.67 3.02 -3.53  -0.0350
C11 0.75 2.92 -3.40  -0.0424
C12 3.16 1.08 -0.22  -0.1939
C13 -4.25 -1.66 0.09  -0.1311
C14 4.88 -1.14 0.64  -0.1612
C15 2.71 -2.19 -0.14  -0.1493
C16 -1.12 -4.54 -2.03  -0.0696
C17 -3.53 -2.02 2.18  -0.1528
C18 -1.87 1.29 0.29  -0.4219
C19 -1.19 -3.87 -0.81  -0.1774
C20 -2.28 5.42 1.75  0.0388
C21 2.71 0.10 -1.37  -0.1729
C22 -5.31 -2.26 0.78  -0.0481
C23 -1.72 0.04 -0.59  -0.4489
C24 -1.98 -2.46 -2.34  -0.1566
C25 2.07 -1.19 -0.93  -0.2600
C26 4.24 -2.38 -0.01  -0.1127
C27 3.10 0.61 1.24  -0.3008
C28 -1.21 2.68 -2.28  -0.1761
H1 -1.53 3.58 2.77  0.1379
H2 0.72 -2.31 3.41  0.0073
H3 -6.25 -2.55 0.33  0.1110
H4 2.17 -2.89 2.64  0.0477
H5 -2.26 2.70 -2.00  0.1141
H6 -5.41 -3.00 2.88  0.1061
H7 -2.84 -1.98 3.02  0.1008
H8 -1.06 4.74 -1.26  0.1138
H9 1.51 3.06 -4.16  0.1139
H10 2.58 2.01 -0.21  0.0470
H11 -2.68 -0.14 -1.11  0.0730
H12 2.01 0.54 -2.08  0.0845
H13 1.22 -1.47 -1.61  0.1192
H14 2.89 1.41 2.00  0.0853
H15 -2.52 6.65 -0.15  0.1222
H16 -4.25 -1.28 -0.93  0.0928
H17 -0.71 -5.53 -2.19  0.1010
H18 -1.22 3.37 -4.39  0.1153
H19 3.61 -0.12 -1.97  0.1312
H20 -2.49 -1.58 -2.74  0.1017
H21 -0.98 -4.23 0.18  0.0927
H22 -2.57 1.96 -0.22  0.0807
H23 -0.94 0.14 -1.35  0.0728
H24 4.75 -2.57 -1.00  0.1587
H25 5.81 -1.38 1.18  0.1390
H26 2.22 -3.16 -0.04  0.1133
H27 -1.73 -3.80 -4.09  0.1073
H28 -2.31 1.06 1.28  0.0929
H29 4.40 -0.45 2.64  0.1064
H30 0.61 -3.15 1.88  -0.0020
H31 -2.78 6.00 2.50  0.1241
H32 1.97 2.62 -1.60  0.0750
H33 5.23 -0.45 -0.13  0.1197
H34 4.56 -3.17 0.66  0.1220
H35 4.20 1.40 -0.39  0.1280



(4)
Below is a structure of composition C8H7InN2O5S in a non-equilibrium geometry, with properties calculated with the ωB97M-V functional and the def2-TZVPD basis.

**2S+1**: 1
**HOMO (spin up / spin down)**: -0.5542 / -0.5543 Ha
**Energy above the lowest of the compared OMol25 structures with the same formula, charge and spin**: 0.2213 eV
**Charge**: +2
**Total energy**: -37616.5124 eV
**LUMO level (spin up / spin down)**: -8.27 / -8.27 eV

Each line ends with the Löwdin charge.
Element x y z (Å)
In1 1.54 0.56 -0.47  0.3854
S1 0.47 1.14 1.67  0.7871
O1 -1.05 -1.59 -1.87  0.2025
O2 3.41 2.19 0.92  0.0269
O3 3.34 -0.31 -3.80  0.1899
O4 0.50 3.38 -2.31  0.2114
O5 3.45 -2.15 0.73  0.2103
N1 -1.14 -1.11 1.55  0.0575
N2 -2.08 0.66 0.74  0.0613
C1 2.84 -1.32 0.23  0.0192
C2 3.48 1.76 -0.16  -0.2759
C3 2.75 -0.11 -2.87  0.0071
C4 -0.93 0.17 1.22  -0.7735
C5 -0.15 -0.96 -1.59  0.0760
C6 0.86 2.41 -1.82  0.0190
C7 -2.53 -1.53 1.39  -0.0886
C8 -3.19 -0.27 0.84  -0.0871
H1 -2.95 -1.83 2.36  0.1448
H2 4.14 1.71 -1.15  0.1173
H3 -2.16 1.60 0.43  0.1494
H4 -0.43 -1.70 1.90  0.1489
H5 -3.64 -0.43 -0.14  0.1347
H6 -3.96 0.12 1.52  0.1449
H7 -2.60 -2.37 0.69  0.1315